(1)
{
  "formula": "C14H20BCl27F3OP",
  "method": "ωB97M-V/def2-TZVPD",
  "species": ["C", "C", "B", "O", "P", "C", "C", "C", "F", "F", "F", "H", "H", "H", "H", "H", "H", "H", "H", "H", "H", "H", "Cl", "C", "Cl", "Cl", "H", "Cl", "C", "Cl", "Cl", "H", "Cl", "C", "Cl", "Cl", "H", "Cl", "C", "Cl", "Cl", "H", "Cl", "C", "Cl", "Cl", "H", "Cl", "C", "Cl", "Cl", "H", "Cl", "C", "Cl", "Cl", "H", "Cl", "C", "Cl", "Cl", "H", "Cl", "C", "Cl", "Cl", "H"],
  "coordinates": [[6.4260, -1.5101, 0.6324], [6.0084, -2.4375, -0.5711], [5.0618, -3.6746, -0.1956], [5.2549, -4.8817, -0.9683], [3.6787, -3.7001, 1.1493], [2.1312, -2.7843, 0.5609], [2.3733, -1.2255, 0.3640], [2.3139, -0.7634, -1.1217], [3.0955, -1.4919, -1.9734], [1.0141, -0.7402, -1.5797], [2.7928, 0.5511, -1.1959], [6.9938, -2.0435, 1.4413], [7.1520, -0.7461, 0.2146], [5.5845, -0.9099, 1.0662], [6.9619, -2.8815, -0.9843], [5.5811, -1.8233, -1.4098], [4.5955, -4.9226, -1.6849], [4.1174, -2.9213, 2.2688], [1.3686, -2.9265, 1.3744], [1.6944, -3.2379, -0.3675], [1.5106, -0.7131, 0.8795], [3.2887, -0.8968, 0.9070], [0.8357, 1.9478, 2.7472], [1.9723, 2.5245, 1.5206], [1.8757, 4.2803, 1.3633], [3.6183, 2.0160, 1.9119], [1.6994, 2.0820, 0.5667], [-2.1333, 3.5139, 1.0758], [-2.4051, 4.6317, 2.4200], [-2.7276, 3.7359, 3.9137], [-1.0085, 5.6915, 2.6167], [-3.2707, 5.2408, 2.1919], [-2.2639, 1.3411, -4.3317], [-0.8561, 1.1791, -3.2755], [0.5516, 1.9785, -3.9839], [-1.2040, 1.8360, -1.6719], [-0.6297, 0.1232, -3.1684], [-5.4512, 1.0955, -0.5530], [-4.4171, 0.3690, 0.6834], [-5.3595, -0.6755, 1.7543], [-3.0980, -0.5365, -0.0673], [-3.9856, 1.1674, 1.2800], [0.9178, -6.9287, 1.2206], [1.5177, -7.0744, -0.4358], [0.3133, -6.4808, -1.5882], [3.0440, -6.2012, -0.6226], [1.6975, -8.1249, -0.6420], [-4.2440, 6.5803, 4.0030], [-4.2398, 8.3128, 3.6454], [-3.4167, 8.6285, 2.1138], [-5.8891, 8.9456, 3.6084], [-3.6970, 8.8214, 4.4358], [9.4740, -1.1535, -0.9418], [9.6294, 0.5739, -1.2890], [10.4941, 0.8273, -2.8091], [8.0413, 1.3489, -1.3429], [10.2042, 1.0312, -0.4899], [-7.3306, 1.7880, -2.7840], [-8.6732, 0.9791, -3.6019], [-8.1912, -0.6333, -4.1418], [-10.0829, 0.8834, -2.5410], [-8.9425, 1.5650, -4.4749], [-10.4972, -2.0161, -1.1411], [-10.3386, -2.0248, 0.6182], [-10.9269, -3.5498, 1.2932], [-8.6597, -1.7398, 1.0887], [-10.9457, -1.2191, 1.0186]],
  "forces_ev_per_a": [[0.61, 0.98, -0.70], [1.03, -0.40, 0.86], [0.78, 0.20, -1.84], [-0.54, 1.92, 0.41], [-0.93, -0.99, 1.14], [0.15, 0.79, -0.01], [-1.27, -0.37, 0.15], [0.72, 1.09, 1.02], [-1.17, 0.56, 0.70], [1.60, -0.28, 0.15], [-0.79, -1.58, -0.16], [-0.78, 0.30, -0.69], [-0.93, -0.83, 0.67], [0.59, -0.76, -0.25], [-0.89, 0.42, 0.21], [0.12, -0.57, 0.75], [0.53, -0.14, 0.21], [-0.08, 0.46, -0.82], [0.77, 0.08, -0.79], [0.56, 0.21, 0.83], [0.84, -0.20, -0.68], [-0.54, -0.14, -0.93], [0.03, -0.03, -0.07], [-0.05, 0.06, -0.03], [0.11, -0.18, -0.08], [-0.02, 0.00, -0.03], [0.04, 0.06, 0.09], [-0.12, 0.01, -0.02], [0.33, -0.18, -0.05], [0.01, -0.02, -0.15], [-0.22, 0.01, 0.07], [0.11, -0.11, -0.05], [0.06, -0.04, 0.08], [-0.01, 0.05, -0.07], [-0.05, -0.09, 0.06], [0.14, 0.05, -0.12], [-0.02, 0.14, 0.00], [0.26, -0.22, 0.38], [0.00, 0.08, -0.05], [0.07, 0.08, 0.00], [-0.09, -0.04, 0.14], [-0.03, -0.11, -0.05], [0.04, -0.03, -0.09], [-0.02, 0.11, -0.04], [0.03, -0.05, 0.02], [-0.69, -0.89, 0.01], [-0.04, 0.12, 0.03], [-0.20, 0.39, 0.27], [-0.10, 0.04, -0.10], [-0.02, -0.02, 0.10], [0.11, -0.02, 0.04], [-0.05, -0.08, -0.09], [0.21, 0.12, -0.08], [-0.02, -0.04, -0.08], [-0.02, 0.00, 0.11], [0.10, 0.01, 0.01], [-0.07, -0.06, -0.09], [-0.29, 0.12, -0.37], [-0.01, -0.03, 0.06], [-0.03, 0.09, 0.01], [0.11, 0.27, -0.22], [0.04, -0.07, 0.10], [-0.06, -0.20, 0.23], [0.07, -0.08, -0.04], [-0.01, 0.09, 0.00], [-0.11, 0.05, -0.04], [0.07, -0.10, -0.04]],
  "orbital_gap_ev": 8.274,
  "lumo_ev": 0.10,
  "smiles": "CCB(O)PCCC(F)(F)F.ClC(Cl)Cl.ClC(Cl)Cl.ClC(Cl)Cl.ClC(Cl)Cl.ClC(Cl)Cl.ClC(Cl)Cl.ClC(Cl)Cl.ClC(Cl)Cl.ClC(Cl)Cl",
  "spin_multiplicity": 1
}


(2)
{
  "formula": "C5H8N2",
  "method": "ωB97M-V/def2-TZVPD",
  "species": ["C", "C", "C", "C", "N", "C", "N", "H", "H", "H", "H", "H", "H", "H", "H"],
  "coordinates": [[-0.8896, -0.9387, -0.5761], [0.3407, 0.0730, -0.3991], [0.1087, 1.4284, 0.3128], [-1.2573, 1.9465, 0.1954], [-2.3448, 2.3294, 0.1023], [0.9733, -1.0329, 0.4986], [1.7666, -0.2098, -0.3098], [-1.1607, -1.6141, 0.2808], [-1.7258, -0.2679, -0.6530], [-0.7837, -1.5911, -1.4398], [0.7933, 2.2154, -0.0444], [0.3415, 1.3150, 1.3813], [0.9076, -2.0853, 0.1942], [0.7553, -0.8545, 1.5388], [2.1749, -0.7133, -1.0818]],
  "forces_ev_per_a": [[-0.59, 0.70, -0.95], [-1.03, -1.55, 1.70], [-0.10, -0.31, 0.08], [-0.97, 0.23, -0.04], [1.03, -0.33, 0.07], [1.33, 0.10, 0.98], [0.36, -0.07, -0.56], [0.49, 0.82, -0.50], [-0.74, -0.01, -0.68], [-0.16, 0.22, -0.26], [-0.17, -0.54, -0.16], [-0.12, 0.12, -0.06], [-0.24, 0.54, 0.15], [0.83, 0.15, 0.49], [0.09, -0.06, -0.26]],
  "orbital_gap_ev": 9.771,
  "lumo_ev": 0.83,
  "smiles": "C[C@]1(CC#N)CN1",
  "spin_multiplicity": 1
}


(3)
{
  "formula": "C33H46N3ORuS2Si2",
  "method": "ωB97M-V/def2-TZVPD",
  "species": ["Ru", "C", "Si", "C", "C", "C", "C", "C", "C", "C", "C", "N", "Si", "C", "C", "C", "H", "H", "H", "H", "H", "H", "H", "H", "H", "H", "H", "H", "H", "H", "H", "H", "H", "H", "H", "H", "H", "H", "S", "C", "N", "C", "C", "N", "C", "C", "C", "C", "C", "C", "C", "C", "S", "C", "C", "C", "C", "C", "C", "C", "H", "H", "H", "H", "H", "H", "H", "H", "H", "H", "H", "H", "H", "H", "H", "H", "H", "H", "C", "O", "C", "C", "H", "H", "H", "H", "H", "H"],
  "coordinates": [[0.7281, 1.3761, 0.1074], [3.4027, -0.5636, -2.4156], [2.8150, 1.2060, -2.2259], [3.9144, 2.2902, -3.3044], [1.0759, 1.3597, -2.9505], [2.8264, 1.7997, -0.4467], [2.5058, 3.2372, -0.4584], [3.3542, 4.3508, -0.4297], [2.7933, 5.6118, -0.4687], [1.4060, 5.7625, -0.5235], [0.6247, 4.6252, -0.4843], [1.1667, 3.4093, -0.4373], [4.2350, 1.2346, 0.6227], [5.9280, 1.5393, -0.1579], [4.2227, 2.1565, 2.2641], [4.1327, -0.6023, 0.9973], [3.2803, -0.8793, -3.4547], [2.8277, -1.2437, -1.7866], [4.4595, -0.6691, -2.1629], [3.8638, 1.9742, -4.3496], [4.9589, 2.2370, -2.9897], [3.6061, 3.3374, -3.2595], [1.0715, 0.9129, -3.9494], [0.7705, 2.4025, -3.0516], [0.2942, 0.8350, -2.3889], [4.4264, 4.2172, -0.3961], [3.4338, 6.4852, -0.4626], [0.9458, 6.7387, -0.5701], [-0.4578, 4.6723, -0.4682], [6.1057, 2.5939, -0.3783], [6.0387, 0.9855, -1.0935], [6.7240, 1.2080, 0.5145], [4.2852, 3.2402, 2.1427], [5.0940, 1.8406, 2.8454], [3.3338, 1.9383, 2.8583], [4.4623, -1.2119, 0.1551], [3.1136, -0.9064, 1.2397], [4.7715, -0.8444, 1.8508], [-1.6209, 1.3516, 0.0507], [-2.0873, -0.2993, -0.0193], [-3.4191, -0.6333, -0.0262], [-3.7717, -2.0086, 0.2609], [-2.8846, -2.9278, -0.5346], [-1.4962, -2.6276, -0.2579], [-0.5695, -3.7410, -0.3773], [-0.7523, -4.7206, 0.7569], [-0.5483, -4.2797, 2.0640], [-0.7236, -5.1435, 3.1307], [-1.1065, -6.4615, 2.9039], [-1.3091, -6.9061, 1.6085], [-1.1338, -6.0354, 0.5388], [-1.1080, -1.3279, -0.1093], [0.5752, -0.9488, -0.0547], [-4.4637, 0.3404, 0.2452], [-5.6436, 0.1474, -0.6767], [-5.4424, 0.1036, -2.0546], [-6.5143, -0.0600, -2.9153], [-7.8037, -0.1800, -2.4095], [-8.0113, -0.1368, -1.0408], [-6.9328, 0.0234, -0.1790], [-4.8137, -2.1633, -0.0213], [-3.6664, -2.2247, 1.3333], [-3.0963, -2.8179, -1.6062], [-3.0742, -3.9635, -0.2492], [0.4425, -3.3430, -0.3609], [-0.7173, -4.2354, -1.3429], [-0.2504, -3.2509, 2.2320], [-0.5586, -4.7940, 4.1418], [-1.2447, -7.1374, 3.7377], [-1.6073, -7.9305, 1.4267], [-1.2926, -6.3840, -0.4757], [-4.0452, 1.3340, 0.1085], [-4.7892, 0.2644, 1.2908], [-4.4353, 0.1977, -2.4442], [-6.3473, -0.0903, -3.9843], [-8.6414, -0.3077, -3.0826], [-9.0119, -0.2336, -0.6397], [-7.0962, 0.0502, 0.8924], [1.0149, -0.2962, 3.1401], [0.8219, 1.1100, 3.0395], [0.8072, 1.8281, 1.9191], [0.7006, 3.2626, 2.3969], [0.1347, -0.7069, 3.6360], [1.8943, -0.4507, 3.7657], [1.1422, -0.7575, 2.1706], [0.8360, 3.3175, 3.4759], [-0.3019, 3.6263, 2.1495], [1.4217, 3.9112, 1.9127]],
  "forces_ev_per_a": [[0.00, 0.37, 0.07], [-0.02, -0.01, 0.05], [0.01, 0.06, 0.03], [-0.01, -0.01, -0.01], [-0.02, -0.04, 0.02], [-0.06, -0.20, -0.21], [0.13, -0.08, 0.19], [-0.16, 0.03, -0.10], [-0.09, 0.04, -0.01], [0.09, -0.02, 0.00], [0.03, -0.03, -0.07], [0.01, -0.06, 0.21], [-0.07, 0.07, 0.03], [0.02, -0.04, 0.03], [0.06, -0.03, 0.02], [-0.02, -0.01, -0.03], [-0.01, 0.02, -0.02], [0.00, -0.03, 0.00], [0.01, 0.01, 0.01], [0.00, 0.00, -0.01], [0.02, 0.00, 0.01], [-0.01, 0.01, 0.00], [0.03, 0.01, -0.02], [0.01, 0.02, 0.00], [0.02, 0.02, 0.00], [0.01, -0.04, -0.01], [-0.02, 0.02, 0.00], [0.01, 0.01, 0.00], [0.00, 0.00, 0.01], [-0.01, 0.03, -0.01], [-0.01, 0.00, -0.01], [0.00, -0.01, 0.00], [-0.01, 0.01, -0.03], [-0.01, 0.03, 0.03], [-0.01, -0.02, -0.01], [0.01, 0.00, -0.02], [0.02, 0.02, 0.01], [0.02, 0.01, 0.00], [0.00, 0.08, -0.04], [0.16, -0.14, -0.02], [-0.02, 0.00, 0.05], [-0.05, 0.01, 0.02], [0.02, -0.06, -0.05], [-0.05, 0.00, -0.04], [0.05, 0.01, 0.03], [0.00, 0.07, 0.05], [-0.02, -0.03, -0.02], [0.00, -0.02, 0.00], [0.00, 0.00, 0.02], [0.00, -0.02, -0.01], [0.02, -0.01, -0.03], [-0.01, 0.21, 0.06], [0.02, -0.09, 0.00], [-0.05, -0.04, -0.03], [0.01, 0.01, -0.02], [0.01, 0.00, 0.03], [-0.01, 0.00, -0.01], [0.00, 0.00, -0.01], [0.00, 0.00, 0.01], [0.00, 0.00, 0.00], [0.01, 0.00, 0.01], [-0.01, 0.02, 0.00], [0.00, -0.02, 0.01], [-0.01, 0.00, 0.00], [-0.01, -0.02, -0.05], [-0.03, -0.02, 0.01], [0.00, 0.02, 0.00], [0.00, 0.00, 0.01], [0.00, 0.00, 0.00], [0.00, 0.00, 0.00], [-0.01, 0.00, 0.00], [0.00, 0.01, 0.01], [0.01, 0.00, 0.00], [0.01, 0.00, 0.00], [0.00, 0.00, -0.01], [0.00, 0.00, 0.00], [0.00, 0.00, 0.00], [0.00, 0.00, 0.01], [-0.05, -0.03, 0.01], [0.07, 0.10, 0.07], [0.04, -0.18, -0.22], [-0.21, 0.01, 0.07], [0.02, -0.03, -0.01], [-0.02, -0.02, 0.00], [0.02, -0.01, 0.00], [-0.02, -0.01, 0.00], [0.07, 0.04, -0.01], [0.09, 0.04, -0.05]],
  "orbital_gap_ev": [6.765, 6.681],
  "lumo_ev": [0.61, -0.47],
  "spin_multiplicity": 2
}


(4)
{
  "formula": "C9H18N4O",
  "method": "ωB97M-V/def2-TZVPD",
  "species": ["H", "N", "C", "N", "N", "C", "C", "C", "C", "C", "C", "C", "C", "O", "N", "H", "H", "H", "H", "H", "H", "H", "H", "H", "H", "H", "H", "H", "H", "H", "H", "H"],
  "coordinates": [[3.4207, 0.6580, 2.3718], [3.3833, -0.0338, 1.6287], [3.4213, 0.5459, 0.4985], [3.4973, 1.9417, 0.3425], [3.3779, -0.2463, -0.6809], [2.0054, -0.3771, -1.2045], [1.2265, -1.4966, -0.5007], [0.3210, -1.0001, 0.6467], [-1.1120, -1.5604, 0.6039], [-2.2468, -0.5069, 0.6561], [-3.1151, -0.4793, -0.6208], [-3.3221, 0.9869, -0.9641], [-2.5725, 1.7736, 0.0927], [-2.5617, 2.9838, 0.2181], [-1.8182, 0.8831, 0.8972], [2.8225, 2.4384, 0.8981], [3.4905, 2.2541, -0.6136], [3.9351, 0.2116, -1.3942], [2.0913, -0.6202, -2.2607], [1.4491, 0.5624, -1.1470], [1.9744, -2.1848, -0.1215], [0.6380, -2.0056, -1.2597], [0.3211, 0.0816, 0.6714], [0.7791, -1.3402, 1.5707], [-1.2491, -2.2456, 1.4345], [-1.2508, -2.1555, -0.2946], [-2.8861, -0.7921, 1.4905], [-4.0597, -0.9837, -0.4431], [-2.6704, -1.0207, -1.4511], [-2.8802, 1.3121, -1.9041], [-4.3679, 1.2676, -1.0092], [-2.0422, 1.1481, 1.8485]],
  "forces_ev_per_a": [[-0.02, 0.06, 0.13], [-0.13, 0.05, -0.36], [0.02, -0.30, 0.68], [0.07, -0.32, -0.27], [0.13, 0.56, -0.29], [-0.01, -0.52, -0.01], [0.04, 0.68, 0.01], [0.24, -0.86, -0.08], [0.16, 0.50, 0.05], [-0.07, -0.42, 0.13], [-0.04, 0.06, -0.28], [0.25, 0.26, -0.11], [0.32, 0.63, 0.07], [-0.10, -1.07, 0.07], [-1.44, 0.31, -0.21], [0.07, 0.20, 0.19], [-0.15, 0.08, -0.10], [0.09, -0.05, 0.00], [0.15, -0.03, -0.11], [-0.08, 0.18, 0.03], [0.00, -0.26, -0.03], [-0.15, -0.16, -0.03], [-0.11, 0.18, -0.01], [0.08, 0.24, 0.20], [-0.03, -0.12, 0.12], [0.00, -0.09, -0.14], [-0.15, 0.00, 0.05], [-0.15, 0.00, 0.11], [0.33, -0.02, 0.02], [-0.03, -0.23, -0.25], [-0.09, 0.27, 0.18], [0.81, 0.17, 0.23]],
  "orbital_gap_ev": 10.173,
  "lumo_ev": 0.65,
  "smiles": "[H]/N=C(\\N)NCCCC[C@@H]1CCC(=O)N1",
  "spin_multiplicity": 1
}


(5)
{
  "formula": "C6H9FO3",
  "method": "ωB97M-V/def2-TZVPD",
  "species": ["C", "C", "C", "C", "C", "C", "O", "O", "O", "F", "H", "H", "H", "H", "H", "H", "H", "H", "H"],
  "coordinates": [[-0.4460, -3.3751, 0.0271], [1.4290, -0.6443, 1.2076], [0.1368, 0.1403, 0.9283], [-1.5140, 1.0871, -0.4662], [0.9679, 1.5781, -1.0174], [-0.1052, 0.5097, -0.5186], [-1.1303, -4.2615, 0.2804], [2.4111, -0.4288, 0.5507], [0.1639, -2.4421, -0.2143], [-0.8610, -0.6657, 1.4444], [0.0751, 0.9742, 1.5619], [1.1755, -1.3808, 2.0867], [-1.6179, 2.0824, 0.1913], [-2.2599, 0.4262, -0.1667], [-1.7468, 1.2836, -1.4998], [0.7177, 2.5268, -0.7569], [0.9581, 1.5608, -2.0910], [1.8429, 1.4731, -0.5739], [-0.1970, -0.4440, -0.9736]],
  "forces_ev_per_a": [[-0.96, -0.35, 0.17], [-5.09, -1.43, 4.63], [0.74, -0.83, -0.10], [0.69, 3.24, -0.27], [-4.52, -3.04, -1.85], [-0.04, 1.68, 2.14], [-0.51, -1.22, 0.32], [4.68, 0.40, -2.65], [1.35, 0.81, -0.89], [-0.79, -0.49, -0.08], [0.27, 1.69, 0.84], [1.23, 1.17, -1.63], [0.38, -2.12, -1.55], [-1.01, -1.33, 0.88], [-0.41, 0.77, -0.42], [-1.54, 2.84, 0.92], [0.58, -0.16, -0.51], [4.38, -1.20, 1.41], [0.57, -0.44, -1.35]],
  "orbital_gap_ev": [6.706, 9.103],
  "lumo_ev": [0.64, -2.42],
  "spin_multiplicity": 3
}


(6)
{
  "formula": "C10H13NNiP",
  "method": "ωB97M-V/def2-TZVPD",
  "species": ["C", "C", "C", "C", "C", "Ni", "P", "H", "H", "H", "H", "H", "H", "H", "H", "C", "C", "C", "N", "C", "C", "H", "H", "H", "H", "H"],
  "coordinates": [[0.3381, 2.5191, -0.9844], [1.6229, 2.6949, -1.5494], [2.5753, 2.6656, -0.4952], [1.8885, 2.5702, 0.7507], [0.4950, 2.4693, 0.4686], [-1.7083, 0.1143, -0.0356], [-2.4195, 0.1924, -2.0159], [-0.6174, 2.4025, -1.5134], [1.8527, 2.7217, -2.6191], [3.6483, 2.7774, -0.6040], [-0.3164, 2.3699, 1.1847], [2.3245, 2.5538, 1.7287], [-2.4512, -0.9971, -2.7721], [-2.2433, 1.0847, -3.1000], [-3.8179, 0.3665, -1.8703], [0.2287, -3.4498, 1.6936], [-1.0280, -3.2997, 1.0886], [-1.4205, -2.0713, 0.5822], [-0.6022, -0.9590, 0.7489], [0.6680, -1.1206, 1.2201], [1.0580, -2.3429, 1.7578], [0.5358, -4.4279, 2.0849], [-1.7006, -4.1328, 0.9954], [-2.3283, -1.9673, -0.0438], [1.3670, -0.3010, 1.0883], [2.0509, -2.4328, 2.2107]],
  "forces_ev_per_a": [[0.06, 0.04, 1.42], [0.04, -0.65, 0.33], [-0.59, 0.38, 0.31], [-0.89, -0.21, -1.35], [0.43, -0.02, -1.58], [-0.59, 2.88, -1.01], [-0.83, 0.46, -0.53], [0.50, 0.32, 0.17], [-0.07, 0.05, 0.38], [-0.04, -0.01, -0.05], [0.09, 0.05, 0.01], [0.23, 0.01, 0.34], [0.00, 0.00, 0.11], [0.06, -0.07, 0.25], [-0.10, -0.09, -0.57], [-0.66, -1.52, 0.61], [-0.65, 0.90, -0.59], [0.90, -1.98, 0.96], [0.90, -1.39, 0.38], [0.77, -1.39, 0.68], [0.94, 1.89, -0.31], [-0.13, 0.49, -0.13], [-0.14, -0.33, -0.16], [0.33, -0.09, 0.48], [-0.30, 0.16, 0.21], [-0.25, 0.11, -0.35]],
  "orbital_gap_ev": [4.395, 5.542],
  "lumo_ev": [2.88, 2.82],
  "total_charge": -1,
  "spin_multiplicity": 3
}